{
  "formula": "C21H15ClN3O4PtS",
  "method": "wB97M-V/def2-TZVPD",
  "elements": ["Pt", "O", "C", "C", "C", "C", "C", "C", "C", "N", "C", "C", "N", "H", "H", "H", "H", "H", "H", "H", "O", "N", "C", "C", "C", "C", "C", "S", "H", "H", "H", "H", "Cl", "C", "C", "C", "C", "C", "C", "C", "O", "O", "H", "H", "H", "H"],
  "xyz": [[-13.6513, -7.0520, 6.0183], [-14.7245, -8.8826, 5.3678], [-14.5913, -10.1147, 5.6673], [-15.7151, -10.9735, 5.4967], [-15.6396, -12.3286, 5.7154], [-14.4438, -12.9174, 6.1019], [-13.3345, -12.1357, 6.2394], [-13.3940, -10.7312, 6.0861], [-12.2143, -9.9146, 6.2482], [-12.0922, -8.6088, 6.1089], [-10.7353, -8.2872, 6.2152], [-10.0346, -9.4456, 6.4360], [-10.9703, -10.4393, 6.4780], [-16.6036, -10.4596, 5.1806], [-16.5276, -12.9376, 5.5533], [-14.3696, -14.0077, 6.2044], [-12.3597, -12.5834, 6.5198], [-10.4153, -7.2740, 6.1333], [-9.0031, -9.6905, 6.5435], [-10.7338, -11.3964, 6.5657], [-15.8933, -6.5636, 5.5260], [-16.0504, -5.6400, 4.5910], [-17.0458, -5.8064, 3.6908], [-17.2718, -4.8809, 2.7047], [-16.5211, -3.6755, 2.7276], [-15.5136, -3.5468, 3.6506], [-15.1946, -4.5910, 4.5415], [-13.8016, -4.6895, 5.5367], [-17.5273, -6.7597, 3.7624], [-17.9715, -5.0723, 1.8822], [-16.6836, -2.8686, 2.0224], [-14.8641, -2.7239, 3.6882], [-14.3359, -6.9610, 13.5504], [-13.5679, -6.5615, 12.0238], [-12.2736, -6.0460, 12.0386], [-11.6339, -5.7740, 10.8583], [-12.2287, -6.0065, 9.6200], [-13.5163, -6.5132, 9.6111], [-14.1755, -6.7914, 10.8128], [-11.4166, -5.7693, 8.3418], [-10.2701, -5.3877, 8.5068], [-11.9726, -5.9445, 7.2084], [-11.7868, -5.8650, 12.9768], [-10.6104, -5.4092, 10.8461], [-13.9568, -6.6728, 8.6511], [-15.2017, -7.1721, 10.7810]],
  "mulliken_spin": [1.400, 0.106, 0.032, 0.007, 0.001, -0.001, 0.001, -0.044, -0.006, 0.109, -0.013, 0.002, 0.004, -0.001, 0.000, 0.000, 0.000, 0.003, 0.000, 0.002, 0.086, -0.003, 0.004, -0.001, 0.003, -0.007, 0.023, 0.203, -0.001, 0.000, 0.000, -0.002, 0.000, 0.000, 0.000, 0.000, -0.004, -0.009, -0.001, 0.004, 0.011, 0.078, 0.000, 0.000, 0.012, 0.000],
  "charge": -1,
  "spin_multiplicity": 3,
  "homo_lumo_gap_ev": [7.33, 6.92],
  "s_squared": 2.01,
  "e_above_lowest_ev": 0.245,
  "e_lumo_ha": [0.0994, 0.0880],
  "e_homo_ev": [-4.6, -4.5]
}

---

{
  "formula": "C27H22BBrN8O2PdS2",
  "method": "wB97M-V/def2-TZVPD",
  "elements": ["Pd", "S", "C", "C", "C", "C", "C", "C", "N", "C", "C", "C", "C", "C", "C", "C", "H", "H", "H", "H", "H", "H", "H", "H", "C", "C", "C", "N", "N", "C", "N", "S", "H", "H", "H", "H", "H", "H", "H", "Br", "C", "C", "C", "C", "C", "C", "C", "O", "O", "H", "H", "H", "H", "N", "C", "N", "C", "N", "B", "C", "N", "H", "H", "H"],
  "xyz": [[-0.0327, -0.5296, 0.9391], [2.5791, -4.3616, 0.4873], [3.0639, -3.4284, -0.8969], [3.9991, -3.7356, -1.8709], [4.2107, -2.8210, -2.8870], [3.4950, -1.6185, -2.9266], [2.5715, -1.3020, -1.9564], [2.3466, -2.2178, -0.9215], [1.4785, -2.0737, 0.1107], [1.4676, -3.0845, 0.9534], [0.6374, -3.0825, 2.1086], [0.5911, -4.1267, 3.0481], [-0.1988, -4.0203, 4.1704], [-0.9756, -2.8868, 4.3852], [-0.9464, -1.8419, 3.4628], [-0.1670, -1.9595, 2.3459], [4.5466, -4.6680, -1.8331], [4.9415, -3.0365, -3.6540], [3.6734, -0.9251, -3.7376], [2.0198, -0.3696, -1.9566], [1.2022, -5.0024, 2.8668], [-0.2084, -4.8178, 4.9014], [-1.6056, -2.8083, 5.2599], [-1.5414, -0.9537, 3.6328], [-5.0376, 2.0486, -0.1761], [-4.7539, 1.5014, 1.2284], [-3.3200, 1.6620, 1.5861], [-2.5152, 0.7156, 1.8820], [-1.2320, 1.1261, 2.1105], [-1.0634, 2.4216, 1.9822], [0.0896, 3.0668, 2.2118], [-2.5384, 3.2449, 1.5807], [-6.0622, 1.8192, -0.4653], [-4.3595, 1.5957, -0.8995], [-4.9022, 3.1304, -0.2054], [-4.9839, 0.4371, 1.2692], [-5.3714, 2.0190, 1.9665], [0.9455, 2.5302, 2.2508], [0.1697, 4.0343, 1.9558], [-2.3047, 1.3413, -3.8131], [-0.6237, 2.2055, -3.6370], [-0.0991, 2.8094, -4.7719], [1.1239, 3.4536, -4.7071], [1.8314, 3.4943, -3.5161], [1.3184, 2.8709, -2.3935], [0.0862, 2.2199, -2.4344], [-0.3579, 1.4865, -1.1824], [-1.5411, 1.4417, -0.8495], [0.6248, 0.9638, -0.5377], [-0.6505, 2.7679, -5.7009], [1.5266, 3.9170, -5.5983], [2.7844, 4.0040, -3.4633], [1.8646, 2.8660, -1.4599], [-1.4483, -1.3030, -0.1022], [-2.2244, -1.5565, -0.9489], [-2.9574, -1.8678, -1.8957], [-4.2088, -2.1219, -2.1365], [-5.2981, -2.3977, -2.4178], [3.4414, 1.5685, 3.0897], [2.3378, 0.7252, 2.4190], [1.4364, 0.1606, 1.9747], [3.6469, 2.5239, 2.3823], [4.4415, 0.9051, 3.1973], [3.0368, 1.8407, 4.1940]],
  "nbo_charge": [1.288, 0.454, -0.202, -0.217, -0.187, -0.213, -0.139, 0.085, -0.381, 0.139, -0.242, -0.141, -0.215, -0.151, -0.303, 0.196, 0.229, 0.225, 0.227, 0.253, 0.222, 0.228, 0.228, 0.256, -0.602, -0.456, 0.130, -0.268, -0.349, 0.298, -0.749, 0.377, 0.225, 0.241, 0.201, 0.246, 0.222, 0.439, 0.413, 0.085, -0.071, -0.249, -0.184, -0.231, -0.189, -0.114, 0.760, -0.693, -0.799, 0.229, 0.215, 0.217, 0.231, -0.648, 0.694, -0.636, 0.438, -0.432, -0.627, 0.453, -0.558, 0.024, 0.045, 0.034],
  "spin_multiplicity": 1,
  "homo_lumo_gap_ev": [5.23, 5.24],
  "e_above_lowest_ev": 1.606,
  "e_lumo_ha": [-0.1286, -0.1285],
  "e_homo_ev": [-8.7, -8.7]
}

---

{
  "formula": "C5H9N",
  "method": "wB97M-V/def2-TZVPD",
  "elements": ["C", "C", "C", "C", "C", "N", "H", "H", "H", "H", "H", "H", "H", "H", "H"],
  "xyz": [[-2.0988, 0.1326, 0.1898], [-0.7537, -0.4517, -0.2498], [0.4657, 0.2023, 0.3660], [1.9934, -0.6226, -0.1808], [0.5669, 1.6261, 0.1587], [0.6588, 2.7601, -0.0589], [-2.2499, 0.0188, 1.2679], [-2.1676, 1.1979, -0.0557], [-2.9164, -0.3884, -0.3218], [-0.7266, -1.5215, -0.0219], [-0.6513, -0.3419, -1.3388], [0.9780, -0.2332, 1.2152], [1.9791, -1.7176, 0.0053], [1.9908, -0.4317, -1.2400], [2.9316, -0.2293, 0.2649]],
  "nbo_charge": [-0.606, -0.400, -0.343, -0.583, 0.271, -0.328, 0.208, 0.218, 0.216, 0.213, 0.205, 0.283, 0.213, 0.212, 0.222],
  "spin_multiplicity": 1,
  "smiles": "CC[C@@H](C)C#N",
  "homo_lumo_gap_ev": 10.90,
  "e_above_lowest_ev": 1.761,
  "e_lumo_ha": 0.0328,
  "e_homo_ev": -10.0
}